DFT (the ωB97M-V functional and the def2-TZVPD basis) results for a single C4H9NO2 molecule.

Results
energy above the lowest of the compared OMol25 structures with the same formula, charge and spin = 74.79 kcal/mol
E_HOMO = -9.64 eV
SMILES = COC/C(C)=N\O
gap between HOMO and LUMO = 10.6 eV
LUMO level = 0.94 eV

Each line ends with the Mulliken charge.
CARTESIAN COORDINATES (ANGSTROEM)
C  2.009  0.645  -0.250  -0.6198
O  1.394  -0.102  0.778  -0.3870
C  0.050  0.196  1.078  -0.6473
C  -0.900  -0.307  0.011  0.8980
N  -1.463  0.434  -0.864  -0.5812
O  -1.146  1.782  -0.699  -0.3643
C  -1.142  -1.786  -0.073  -1.0712
H  1.860  0.194  -1.243  0.2401
H  1.667  1.689  -0.287  0.2904
H  3.075  0.624  -0.011  0.2667
H  -0.100  1.265  1.261  0.4103
H  -0.139  -0.341  2.013  0.3213
H  -1.588  2.199  -1.449  0.3571
H  -1.705  -2.147  0.798  0.2614
H  -0.180  -2.308  -0.082  0.2663
H  -1.691  -2.036  -0.982  0.3592